DFT (wB97M-V/def2-TZVPD) results for a molecular structure, C24H45BMnN10SSi.

Each line ends with the Mulliken charge.
Positions of all 83 atoms, in Å:
Mn: 0.101 0.083 -0.280  1.803
C: -0.268 3.036 -3.590  -1.364
C: 0.597 1.805 -3.878  0.503
C: 1.918 1.845 -3.122  -0.704
C: -0.213 0.557 -3.660  0.126
C: -0.717 -0.252 -4.684  -1.405
C: -1.544 -1.148 -4.047  -0.333
N: -1.520 -0.885 -2.735  0.118
N: -0.688 0.157 -2.474  0.197
B: -2.459 -1.537 -1.696  -0.137
N: -3.293 -0.470 -0.963  -0.039
C: -4.587 -0.232 -1.233  -0.252
C: -5.021 0.783 -0.414  -1.579
C: -3.893 1.123 0.347  0.523
N: -2.848 0.368 0.000  0.323
C: -3.888 2.122 1.474  0.270
C: -2.638 2.993 1.537  -1.064
C: -4.157 1.438 2.818  -1.204
N: -1.677 -2.478 -0.759  0.114
C: -1.886 -3.798 -0.695  -0.676
C: -0.894 -4.362 0.070  -1.064
C: -0.072 -3.290 0.447  -0.330
N: -0.562 -2.144 -0.058  0.310
C: 1.214 -3.415 1.229  1.335
C: 1.364 -4.824 1.800  -2.068
C: 1.380 -2.387 2.344  -0.818
H: 0.305 3.953 -3.739  0.411
H: -0.637 3.015 -2.566  0.064
H: -1.136 3.065 -4.251  0.415
H: 0.829 1.809 -4.948  0.381
H: 1.774 1.719 -2.050  -0.666
H: 2.421 2.798 -3.298  0.484
H: 2.585 1.045 -3.447  0.362
H: -0.516 -0.169 -5.737  0.490
H: -2.165 -1.937 -4.433  0.474
H: -3.238 -2.222 -2.303  -0.202
H: -5.101 -0.806 -1.984  0.487
H: -6.003 1.220 -0.361  0.463
H: -4.740 2.780 1.280  0.477
H: -1.770 2.448 1.918  0.040
H: -2.802 3.841 2.205  0.525
H: -2.383 3.379 0.551  0.214
H: -3.328 0.786 3.101  0.103
H: -5.058 0.825 2.771  0.370
H: -4.284 2.179 3.609  0.409
H: -2.722 -4.242 -1.208  0.478
H: -0.775 -5.401 0.316  0.497
H: 2.033 -3.269 0.516  0.038
H: 0.537 -5.063 2.474  0.435
H: 2.292 -4.894 2.368  0.436
H: 1.396 -5.582 1.018  0.431
H: 0.607 -2.524 3.107  0.384
H: 1.339 -1.364 1.977  -0.304
H: 2.350 -2.520 2.825  0.511
N: -0.889 -0.209 2.143  -0.114
N: -0.630 0.125 3.474  -0.350
C: 0.384 0.946 3.834  0.384
N: 0.425 1.186 5.176  -0.511
S: 1.465 1.635 2.786  -0.384
H: -1.706 0.280 1.786  -0.302
H: -1.062 -1.207 2.070  0.350
H: -1.354 -0.062 4.155  0.298
H: 0.027 0.516 5.815  0.201
H: 1.241 1.680 5.494  0.258
C: 4.430 -0.429 1.339  -0.949
Si: 3.790 0.320 -0.264  -0.127
C: 3.789 2.193 -0.006  -0.744
C: 5.090 0.001 -1.594  -1.229
C: 2.161 -0.411 -0.700  -0.059
H: 5.378 0.025 1.639  0.404
H: 4.593 -1.505 1.228  0.275
H: 3.713 -0.275 2.147  0.168
H: 4.783 2.525 0.304  0.442
H: 3.083 2.487 0.774  0.083
H: 3.535 2.729 -0.923  0.220
H: 6.091 0.273 -1.248  0.330
H: 4.883 0.586 -2.494  0.317
H: 5.105 -1.052 -1.881  0.333
H: 2.162 -1.422 -0.278  -0.619
H: 2.093 -0.562 -1.787  0.588
N: 0.553 3.316 -0.159  0.131
C: 0.184 2.226 -0.010  -0.434
H: 1.122 4.124 -0.310  0.248

Properties
calculated total energy = -91231.6843 eV
energy above the lowest of the compared OMol25 structures with the same formula, charge and spin = 0.00 kJ/mol
multiplicity = 6